C34H40Cl4N8O4 | ωB97M-V/def2-TZVPD

SMILES: C[N+](=O)[O-].C[N+](=O)[O-].c1ccncc1.c1ccncc1.c1ccncc1.c1ccncc1.c1ccncc1.c1ccncc1.ClCCl.ClCCl
HOMO energy, eV: -9.45
Orbital gap, eV: 9.02
Energy above the lowest of the compared OMol25 structures with the same formula, charge and spin, kJ/mol: 218.7
Electronic energy, eV: -106098.472

ORCA input file:
```
! wB97M-V def2-TZVPD RIJCOSX def2/J DEFGRID3
* xyz 0 1
C 0.9731 -4.2495 -4.1061
Cl 3.0090 -0.0176 -4.0350
C 1.1136 1.3083 0.3295
C -2.4171 2.0073 -3.7826
N -2.2199 0.2686 4.3703
H -5.6056 1.2578 2.1824
Cl 3.0477 -1.2382 -6.6443
O -3.5794 -3.7745 1.3266
H 0.6954 1.8028 5.0264
H -5.2755 -2.2897 1.9214
H 1.0586 -0.2960 6.3074
H 4.2706 -1.9864 -0.4489
C 2.5491 -4.7229 -2.3235
H -6.3555 3.4890 1.3100
H -0.8596 -3.4012 -3.3950
C -1.8268 1.1705 -4.7596
H 1.8172 0.9557 -1.6271
O 3.2596 -3.0316 2.0856
C 1.9906 -0.6102 -5.3025
H -0.8018 -1.9947 6.4588
H 1.4159 -1.4389 -4.8889
H 0.6311 -2.3619 0.9221
C 1.3358 -0.8735 -0.5264
C -0.9659 -0.0924 -3.0615
C -0.9568 -1.0983 5.8766
H 2.9639 -4.9443 -4.4653
O 4.3968 -2.9424 3.8317
H 0.6856 -4.3115 -5.1453
C 0.1131 -3.8135 -3.1708
C 2.2430 -4.7164 -3.6940
H -3.1095 0.7424 1.9589
H -4.2896 -0.9302 1.3171
H -1.5474 0.4944 -0.9099
C 2.0867 -2.8471 4.0792
C 5.3582 -1.9839 -0.3764
Cl 5.8875 -1.1117 -1.8254
H 1.9799 -2.3039 5.0181
H 1.2834 2.3608 0.1567
H -2.9123 2.3256 -1.7380
C 1.4882 0.4757 -0.7173
H -4.3038 -1.4338 3.1103
N 3.3772 -2.9362 3.2659
C -2.3854 1.6811 -2.4260
C -3.5613 1.6620 1.6176
C -4.9096 1.9169 1.6848
O -2.0720 -2.3052 1.8810
C 0.4356 -0.4046 1.6300
C 0.5431 4.6601 -1.0609
C 0.1123 -0.1835 5.7993
H 0.0374 2.9401 -2.3460
H -0.2397 4.6383 -0.3172
H -0.4070 -0.9903 -2.8430
H 5.9333 -2.9096 -0.3956
H 1.5094 -2.2104 3.4089
H -3.0955 2.7922 -4.0826
C -3.1216 3.9384 0.9347
H 1.2537 6.4239 -0.1291
H 3.3317 6.5083 -1.4258
C -5.3068 3.2316 1.3305
C 0.4321 -3.8518 -1.8447
H 1.8553 -3.9057 4.1976
N 1.8418 3.7695 -2.8274
H -0.2392 -3.5327 -1.0612
C -1.5634 0.6554 -1.9777
N -1.0842 0.1451 -4.4033
N 0.6766 0.9177 1.5368
C -0.0166 0.9918 5.0685
H -1.6519 2.3750 1.1103
C 2.8230 4.7015 -2.5636
H 1.8502 -1.5284 -1.2140
H 3.6964 4.6456 -3.1964
C 0.7932 -1.3281 0.6549
N 1.6534 -4.3085 -1.4130
C 1.4348 5.7200 -0.9280
Cl 6.0861 -1.1565 1.0368
C -1.2230 1.1917 4.3347
H 3.4601 -5.0867 -1.8716
H 1.2562 0.1416 -5.5918
C 0.7307 3.7435 -2.1451
C -2.0808 -0.8044 5.0977
C 2.6558 5.7031 -1.6731
H -1.8843 1.2763 -5.8328
H -0.0268 -0.7198 2.5536
C -4.3541 -1.7243 2.0609
C -2.6932 2.6560 1.1651
H -1.3613 2.1366 3.8302
N -3.2739 -2.6286 1.7240
H -2.8973 -1.4798 5.3063
N -4.4556 4.2080 1.0295
H -2.5022 4.7813 0.6661
*
```

=====

C34H40CrN4O3P2 | ωB97M-V/def2-TZVPD

HOMO energy (spin up / spin down), eV: -7.29 / -7.29
Orbital gap (spin up / spin down), eV: 6.15 / 6.25
⟨S²⟩: 6.098
Energy above the lowest of the compared OMol25 structures with the same formula, charge and spin, kJ/mol: 195.1
Electronic energy, eV: -95003.965

ORCA input file:
```
! wB97M-V def2-TZVPD RIJCOSX def2/J DEFGRID3
* xyz 0 5
Cr -2.2211 1.8698 -0.1571
C 0.5703 -2.7308 -6.3896
C -1.8453 -0.1798 2.6759
C 4.5460 -2.6583 0.6485
H 4.3709 -2.4570 -1.8873
H -2.0653 -3.0554 -1.5686
H -3.6147 -0.0686 1.4315
H 1.3131 1.0280 0.5845
H 6.5519 2.2652 -2.9133
C 6.0691 -0.2157 -0.7524
C -0.8672 2.2127 2.7032
C 1.4219 -4.0081 -4.7162
N 0.7435 -2.9266 -4.1380
H -4.7845 2.5889 -0.6799
H -0.3964 -1.2901 -4.9224
C -5.0779 5.0999 4.3607
H -4.5472 3.3036 4.5765
N 3.6409 -1.5855 0.6031
H -2.8465 -5.6760 -1.2834
C -5.5963 6.3112 4.8770
C -4.4053 6.2736 2.3623
P 3.1377 -0.6072 -0.7822
C -2.5121 -0.0634 1.3594
C -0.3922 -0.0704 -0.1026
H -5.7878 8.4427 4.6354
H -0.5755 -7.1660 -1.6703
N 4.7638 0.1356 -1.1229
C -4.8301 7.4948 2.9104
H 1.8163 -4.5735 -6.8212
H -0.0132 2.9778 0.9021
H 2.2724 -3.4980 -0.9833
H 6.2545 -1.0426 -0.0805
H -2.5450 -0.7270 3.3343
H -4.6926 8.4320 2.3534
C -1.8512 -5.3104 -1.4937
H 0.4446 0.1066 1.8457
H -0.2327 0.3825 -1.0938
H -0.9018 -0.7427 2.6329
H -2.4839 1.5460 3.8389
C 0.3804 -5.1928 -1.9097
H -0.9103 3.1994 3.1692
O -3.9965 2.7579 3.3063
C -4.5407 5.0531 3.0356
C 2.3080 -3.0249 -1.9800
C 6.9622 0.6259 -1.4210
H 0.2964 -2.3626 -7.3698
C 1.3613 -3.8957 -6.1059
O -3.2574 3.8272 1.4446
O -4.9768 4.0504 5.1773
N -0.1274 -3.8893 -1.8831
C 4.8545 1.1188 -2.1239
H 5.1718 -2.9057 -0.1949
H 8.0310 0.6420 -1.2988
C 0.1963 -2.1644 -5.1718
H 3.4452 -1.4603 -3.0202
P 0.6402 -2.3692 -2.3979
C -0.6601 -6.0870 -1.6789
H -3.9332 1.8192 -2.0788
H 3.0864 -2.8684 3.6251
H 5.1182 -4.0913 2.2317
H 1.4424 -5.3851 -1.9980
H -0.9049 0.8942 4.3439
C -5.4415 7.5061 4.1825
C 0.3073 0.7643 0.9746
C -0.3860 2.0686 1.4249
H -2.3871 -0.9043 -0.6320
C 6.1853 1.4753 -2.2769
C -1.5021 -3.9718 -1.6445
C 2.9792 -1.5629 1.8419
H 3.9512 1.4577 -2.6159
C -3.9039 3.7701 2.5246
C -1.8702 -0.3010 0.1301
H 0.1262 -1.0385 -0.1819
H -3.7183 3.5730 -1.6893
H -3.9196 6.2620 1.3848
C 3.4415 -2.6103 2.6305
H -6.0187 6.2731 5.8766
C -1.5294 1.1390 3.4619
C 4.4763 -3.2793 1.8933
H 2.6464 -3.7958 -2.6912
H 1.9201 -4.7731 -4.1308
C -3.8456 2.5621 -1.2632
C 3.4013 -1.9489 -2.0308
H 2.2694 -0.7740 2.0527
*
```